The following is a quantum chemistry calculation of a cluster of 4 separate species, C28H35F25O7 in total, from the Open Molecules 2025 dataset.

Each line ends with the Mulliken charge.
Cartesian coordinates (Å):
C -2.5139 0.5564 -9.9106  0.780
F 7.5562 -6.8142 5.8193  -0.328
H 0.7211 -2.5371 1.6543  0.346
C -1.8866 2.3882 -11.3995  -0.718
O 0.4597 -0.3778 5.8641  -0.425
C -1.7912 3.7608 -10.7166  0.878
F -4.4241 2.7625 -4.6381  -0.273
H -3.2028 1.5603 -5.6458  -0.096
F -1.3822 -0.5623 -3.2453  -0.287
C -3.6506 1.6535 -4.6540  0.413
H -4.4236 0.5963 -8.8772  0.292
C 0.4491 3.6376 3.1412  -0.574
F -3.0591 0.7024 -1.2526  -0.262
H 4.8867 -7.1353 5.0860  0.319
H 3.2828 -3.0312 6.4832  0.097
C 6.1072 -7.2216 7.5472  0.078
H 0.0682 1.1737 2.4153  0.187
H -2.3790 1.4435 1.3843  -0.122
H -0.9013 1.9412 -11.5340  0.340
F 4.1305 -4.2245 7.8384  -0.262
F -2.9736 4.0879 -10.1590  -0.262
C -0.6534 3.9938 -9.7167  0.080
H 2.4311 -0.2711 2.5673  0.394
O -3.4420 -1.4504 -3.0283  -0.415
O 4.5294 -5.0867 5.2014  -0.342
C -4.5109 0.4310 -4.3311  0.921
F -2.9757 -0.1080 -7.6936  -0.273
C -2.1097 1.4317 2.4447  -0.362
H -2.9777 -0.9721 -5.0056  0.482
F 7.1329 -7.1722 8.4270  -0.264
F -1.1739 -0.1961 -0.5988  -0.274
C 1.5889 -1.9207 1.4112  -1.096
H -1.1302 -1.2069 3.6853  0.792
C -2.2426 -1.1965 -2.4333  0.838
H -0.2579 6.2946 1.5218  0.274
F 1.9711 -4.1580 7.4841  -0.269
H -4.5528 -1.6422 -4.6531  0.419
H 0.6813 5.3848 0.3501  0.275
H 0.7532 -2.4149 3.8662  0.380
C -3.3688 0.7659 -8.6555  0.242
F -1.2026 0.5375 -9.6174  -0.287
H -2.2701 2.6122 -12.3936  0.392
H 1.1890 7.0355 0.7915  0.367
C 0.7576 6.1080 1.1644  -1.063
C -0.6890 0.3057 6.0989  0.441
F 2.9755 -6.3236 6.2627  -0.312
F -5.4201 0.3611 -5.3477  -0.310
H 0.3497 3.4145 2.0685  0.410
F -1.5441 4.6491 -11.7246  -0.323
H 5.9993 -8.2497 7.1908  0.285
H -2.9561 -1.0895 -0.3900  0.239
H 0.3166 3.8629 -10.2033  0.272
F -5.1940 0.6271 -3.1850  -0.268
C -3.8060 -0.9342 -4.2976  -0.918
F 2.3896 -4.7936 4.8466  -0.273
F -3.2212 2.0128 -8.1662  -0.232
O -0.9696 0.8194 7.1295  -0.543
C 1.5776 5.5570 2.3376  -0.322
C 5.4124 -6.1901 5.2264  -0.763
C 1.4426 -1.5725 3.9709  0.292
H 2.3030 -2.5452 0.8750  0.374
H 1.2714 2.9995 3.5053  0.191
H 1.2656 0.5781 4.2522  0.308
H -0.6842 2.5026 4.6061  -0.101
C 6.4250 -6.2832 6.3779  0.916
C -0.8372 0.5817 2.5739  -0.158
C 0.6950 -0.3368 4.4512  -0.228
C -2.0101 2.9038 2.9051  -1.029
H 6.0326 -6.0403 4.3438  0.390
F 6.7318 -5.0541 6.8343  -0.267
F 2.3353 -1.9465 4.9905  -0.403
H -2.9279 0.9133 2.9495  0.432
C 2.2341 -1.3393 2.6879  -0.732
C -0.8619 3.2700 3.8557  -0.210
H -1.9357 3.5623 2.0349  0.436
O -1.4727 0.2921 4.9949  -0.484
F -0.7422 5.2584 -9.2522  -0.261
H -1.1605 4.1616 4.4133  0.534
C 3.3005 -5.1021 5.8013  0.763
F -2.8384 -0.6721 -10.3744  -0.301
H -0.8488 -0.1709 1.7833  0.096
F 4.9846 -6.8512 8.1891  -0.218
H -2.9517 3.1682 3.3941  0.382
O -2.8220 1.4570 -10.8850  -0.380
F -0.7440 3.1535 -8.6661  -0.208
F -2.6720 1.8206 -3.7394  -0.224
C -0.7213 -0.2094 3.8858  0.022
C -2.4082 -0.4623 -1.0959  0.278
H 2.1683 6.3457 2.8062  0.414
C 3.1826 -4.0321 6.8951  0.504
H 3.2073 -1.8079 2.8445  0.485
H 1.2475 -1.1332 0.7372  0.163
F -1.6872 -2.3930 -2.1204  -0.314
H 2.2896 4.7969 1.9921  0.278
O 0.7494 4.9977 3.3476  -0.459

Its multiplicity is 1. As for the electronic energy: -4111.26032 Ha. The gap between HOMO and LUMO is 10.07 eV. The total charge is 0. The value obtained for the LUMO energy is 0.013 Eh. As for the SMILES: CCOCCCCC[C@@H]1OC(=O)O[C@H]1[C@H](F)CC.FC(F)C(F)(F)COC(F)(F)C(F)F.FC(F)C(F)(F)COC(F)(F)C(F)F.FC(F)C(F)(F)COC(F)(F)C(F)F.


The following is a quantum chemistry calculation of a structure of composition C28H35IrN7O2Si, from the Open Molecules 2025 dataset.

Each line ends with the Mulliken charge.
Cartesian coordinates (Å):
C 0.9646 -3.3246 -1.8040  -0.836
C -2.4166 1.0378 -0.9398  0.834
H 0.7581 -4.3681 -1.9922  0.527
H 0.6905 -3.6218 4.2488  0.465
H -2.9589 4.4821 3.3247  0.462
H -0.1626 -4.0313 0.8251  0.226
C 0.3239 -2.6820 -0.7646  0.672
H 4.4152 -0.1204 -1.5231  0.383
C -5.0534 1.1131 -3.8506  -0.676
H 4.5381 -5.4796 4.0703  0.394
C 2.7054 3.0817 0.1387  -1.165
H -4.2490 3.2675 -2.2500  0.301
N -0.6429 1.8213 1.7663  0.001
H 2.0126 3.8783 -0.1385  0.310
H -4.2481 -0.6926 -2.9785  0.265
C -4.7508 0.6694 -1.3997  -0.769
C 2.1042 -1.2737 -2.3927  -0.771
C 1.4377 -0.6592 -1.3205  0.490
H -1.2676 -2.6671 0.6789  0.189
H 1.6461 2.9014 -2.9985  0.304
H -3.1028 2.0981 4.0487  0.485
H -5.2204 0.6516 -4.8235  0.329
H -3.7958 2.7098 -4.6103  0.354
N -3.5251 1.4907 -1.4517  -0.074
N -0.7339 -0.6400 2.3857  0.420
C 2.6304 2.4521 -2.8472  -1.087
H -1.3298 -3.9951 -0.4947  0.521
C -1.5597 1.4757 2.7089  0.721
H 5.2236 1.4259 -1.2822  0.474
C -5.0264 0.0446 -2.7594  -0.521
Ir 0.1052 0.1373 0.7128  0.916
C -2.3994 2.4124 3.2901  -0.966
N -1.4357 0.6250 -0.4920  -0.798
C -3.4832 2.5293 -2.5000  -0.754
H -2.9163 1.2634 -4.1357  0.279
H 0.1279 3.3095 0.5921  0.380
C 3.4340 -2.7073 2.4777  0.219
H 2.2223 -5.4279 4.9635  0.416
C 1.1676 -1.6452 2.5464  0.885
C 1.8595 -2.6103 -2.6059  -0.635
C -1.4647 0.0878 3.1423  -0.391
H 3.6924 3.5429 0.2166  0.484
C 4.3888 0.8060 -0.9478  -1.091
H 4.5724 0.5436 0.0970  0.294
C 2.1196 -2.6720 2.9757  0.266
C 3.8570 -4.6962 3.7640  -0.317
N 0.6099 -1.3908 -0.5377  0.335
H 2.4509 2.6955 1.1289  0.321
H -5.8959 1.7903 -3.6751  0.310
H 3.3816 3.2314 -2.9956  0.358
N -0.0990 -1.7511 2.8746  -0.813
H -2.5118 3.0190 -2.4554  0.470
O 3.9314 -1.8075 1.6077  -0.636
H 5.2965 -3.7393 2.4841  0.464
C -0.6700 -3.3776 0.1136  -1.387
H -5.9754 -0.4916 -2.7177  0.361
N 1.4411 0.6005 -0.8531  0.135
C 2.5553 -4.6703 4.2683  -0.795
H 3.2490 -1.1308 1.4492  0.419
C -2.3150 3.7324 2.8855  -0.270
C 4.2908 -3.7323 2.8818  -0.623
O 1.6197 -0.6308 1.8391  -0.918
H 2.3593 -3.1175 -3.4213  0.441
H -1.2955 5.0947 1.5611  0.466
H -1.7599 -0.2473 4.1301  0.492
H 2.7699 -0.7072 -3.0267  0.467
C 1.7030 -3.6669 3.8726  -0.499
Si 2.7681 1.7155 -1.1347  -0.017
H -5.5676 1.3332 -1.1063  0.316
C -3.7530 1.9142 -3.8652  -0.531
C -0.5902 3.0909 1.3641  -0.091
H -4.6265 -0.0801 -0.6199  0.445
C -1.3967 4.0758 1.9059  -0.939
H 2.7761 1.7041 -3.6290  0.307

Its multiplicity is 1. As for the electronic energy: -2015.48141 Ha. The gap between HOMO and LUMO is 6.71 eV. The total charge is +1. The value obtained for the LUMO energy is -0.129 Eh. The value obtained for the energy above the lowest of the compared OMol25 structures with the same formula, charge and spin is 11.2 kcal per mole.


The following is a quantum chemistry calculation of a cluster of 2 separate species, C28H35N4O in total in a non-equilibrium geometry, from the Open Molecules 2025 dataset.

Each line ends with the Mulliken charge.
Cartesian coordinates (Å):
H 4.8399 -3.3846 4.0814  0.337
C -1.5084 1.3790 -0.1495  0.031
H -0.9576 -0.8438 -1.5489  0.149
H -2.0567 2.3954 2.3281  0.344
C -3.1675 -1.8683 -0.1181  -0.827
C 2.9457 -0.3622 -5.8846  -1.160
H 4.6353 -1.6411 6.2836  0.434
C -3.6268 3.8038 1.8224  -0.668
C -2.6596 2.8401 1.5332  -0.382
H -3.7927 4.0937 2.8615  0.406
H 1.6668 -2.4426 -6.5441  0.402
C 5.3214 -2.3948 4.0238  -1.188
C 0.0119 -0.5686 -1.9653  0.114
H 3.4566 0.4196 -3.4714  0.321
H 2.6517 -0.2370 -6.9353  0.416
C 3.5611 -1.4610 1.9785  -0.881
H -5.1342 5.1430 1.0346  0.401
C 1.5439 -0.5534 -3.8588  1.470
H 5.7947 -2.3029 3.0395  0.377
H -0.4743 -1.3758 -3.8863  0.359
C 1.0181 -1.8528 -5.8848  -1.139
H -4.0119 0.8832 -1.3680  0.196
C 1.7260 -0.0089 1.2565  -0.003
N -3.7359 -0.5512 0.1274  0.285
H -4.6191 -0.7420 -1.7734  0.332
C 1.7854 0.6360 2.5180  -0.768
C -2.4475 2.4184 0.1985  0.403
C -4.3748 4.3972 0.7966  -0.456
N 1.8249 -0.9036 -5.1470  0.097
H -0.6985 0.9475 1.7729  0.665
H 2.7390 0.7914 4.4306  0.402
H -2.9679 2.8057 -1.8723  0.423
C 0.2883 -0.8804 -3.2861  -1.092
H 2.7155 -1.5115 0.0280  0.473
H -3.5078 -2.6205 0.6023  0.404
C -0.5371 0.8732 0.6953  -0.882
H 6.0953 -2.3463 4.7986  0.443
H -4.7013 4.5010 -1.3441  0.395
H -2.0734 -1.7945 -0.0640  0.227
H 0.4946 -2.5334 -5.2085  0.377
C 2.6983 0.2522 3.4845  -0.900
C -4.5258 0.0017 -0.9694  -0.814
H -4.5605 0.6179 1.5808  0.248
H -3.4431 -2.1837 -1.1359  0.244
C -4.1347 4.0342 -0.5359  -0.694
H 4.2356 -2.2880 1.7628  0.304
C -4.8324 -1.3149 2.2070  -0.013
C 4.3083 -0.8355 5.6159  -1.153
H 3.2869 -0.5435 5.8784  0.395
H 3.8164 -1.0368 -5.8616  0.327
H 1.1134 1.4696 2.7183  0.558
O -4.9629 -2.4987 1.9113  -0.581
H 2.9880 0.8532 -1.1024  0.587
C 0.6986 0.3125 0.2781  0.290
H 0.2725 -1.3430 -6.5135  0.328
H -5.5186 0.3223 -0.6197  0.310
C 3.5686 -0.8506 3.2620  1.423
H -5.1183 -0.8784 3.1829  0.352
H 3.2471 0.6103 -5.4842  0.376
C -3.1700 3.0796 -0.8325  -0.394
C 0.9720 0.0446 -1.1357  -0.121
N -4.3200 -0.3441 1.3650  -0.209
N 4.3786 -1.3192 4.2519  0.174
C 2.4924 0.1340 -3.0528  -0.860
C 2.2223 0.3811 -1.7186  -0.648
H -1.4302 1.1730 -1.2157  0.664
H 4.9688 0.0305 5.7757  0.316
C 2.6851 -1.0269 1.0027  -0.743

Its multiplicity is 1. As for the electronic energy: -1381.90550 Ha. The gap between HOMO and LUMO is 5.70 eV. The total charge is +1. The value obtained for the LUMO energy is -0.164 Eh. The value obtained for the energy above the lowest of the compared OMol25 structures with the same formula, charge and spin is 64.1 kcal per mole.


Q: The lowest LUMO belongs to which entry?
A: C28H35N4O


Q: Among the records above, which one has the highest LUMO?
A: C28H35F25O7